Record 1
A cluster of 13 separate species, C52H98F6O37 in total in a non-equilibrium geometry, computed with wB97M-V/def2-TZVPD.

Computed properties:
ΔE to the lowest compared entry with this formula, charge and spin in eV: 6.225

Structure (ORCA input):
```
! wB97M-V def2-TZVPD RIJCOSX def2/J DEFGRID3
* xyz 0 1
C 1.819 17.627 -10.044
C 1.504 18.953 -9.335
O 1.261 19.943 -10.301
C 0.330 20.888 -10.326
O -0.299 21.151 -9.283
O 0.359 21.434 -11.528
C -0.437 22.598 -11.801
H 2.189 16.852 -9.373
H 2.679 17.869 -10.669
H 1.048 17.227 -10.703
H 2.296 19.359 -8.706
H 0.585 18.709 -8.801
H -0.263 23.445 -11.137
H -1.507 22.399 -11.735
H -0.150 23.003 -12.772
C 6.739 25.841 -15.515
C 5.427 26.046 -16.409
O 5.721 26.234 -17.837
C 4.796 26.696 -18.650
O 3.623 26.927 -18.348
O 5.264 26.769 -19.962
C 4.390 27.127 -21.045
H 6.442 25.566 -14.503
H 7.301 26.759 -15.345
H 7.372 25.050 -15.918
H 4.975 26.935 -15.968
H 4.695 25.286 -16.134
H 4.340 28.209 -21.171
H 3.358 26.789 -20.956
H 4.745 26.733 -21.997
C 1.250 20.090 -14.116
C 2.222 21.160 -14.345
O 3.348 20.537 -15.012
C 4.483 21.218 -15.345
O 4.653 22.404 -15.060
O 5.362 20.403 -15.954
C 6.578 20.967 -16.288
H 0.332 20.485 -13.681
H 1.584 19.342 -13.396
H 0.929 19.578 -15.023
H 2.583 21.647 -13.439
H 1.777 21.964 -14.931
H 7.528 20.469 -16.097
H 6.739 22.006 -16.000
H 6.568 20.960 -17.378
C -3.728 21.331 -8.584
C -4.335 22.366 -9.388
O -3.447 23.466 -9.575
C -3.369 24.187 -10.810
O -4.069 24.058 -11.781
O -2.447 25.154 -10.667
C -1.755 25.459 -9.498
H -2.926 21.759 -7.982
H -3.385 20.634 -9.348
H -4.442 20.705 -8.048
H -5.254 22.649 -8.875
H -4.654 21.963 -10.349
H -1.087 24.665 -9.165
H -2.360 25.848 -8.679
H -1.006 26.164 -9.859
C -3.636 33.528 -5.703
C -3.306 32.069 -5.467
O -2.726 31.450 -6.639
C -2.059 30.193 -6.565
O -1.819 29.560 -5.537
O -1.606 29.887 -7.820
C -1.188 28.548 -7.986
H -3.855 34.106 -4.805
H -4.544 33.651 -6.294
H -2.887 33.976 -6.356
H -4.208 31.571 -5.109
H -2.511 32.025 -4.723
H -1.056 28.321 -9.044
H -1.920 27.828 -7.620
H -0.142 28.596 -7.686
C 4.590 19.555 -11.901
C 4.791 19.717 -10.363
O 5.780 20.681 -10.058
C 5.917 20.912 -8.676
O 5.401 20.185 -7.822
O 6.603 21.993 -8.539
C 6.716 22.664 -7.228
H 5.522 19.229 -12.364
H 4.389 20.485 -12.433
H 3.837 18.790 -12.089
H 5.062 18.789 -9.861
H 3.864 20.144 -9.980
H 7.736 23.040 -7.146
H 6.690 21.941 -6.412
H 6.034 23.503 -7.085
C 11.063 25.317 -15.386
C 10.976 24.600 -14.086
O 9.708 23.968 -14.002
C 9.331 23.237 -12.979
O 9.962 23.089 -11.927
O 8.128 22.750 -13.310
C 7.433 21.978 -12.320
H 11.208 24.704 -16.276
H 11.945 25.958 -15.410
H 10.095 25.815 -15.420
H 11.018 25.379 -13.325
H 11.779 23.896 -13.871
H 6.376 21.753 -12.464
H 7.396 22.514 -11.372
H 7.936 21.019 -12.195
C 2.186 24.880 -8.247
C 2.605 26.133 -8.973
O 2.241 27.262 -8.093
C 2.523 28.451 -8.599
O 2.660 28.791 -9.772
O 2.435 29.366 -7.642
C 2.576 30.719 -7.924
H 2.766 24.040 -8.629
H 1.151 24.724 -8.551
H 2.260 24.929 -7.160
H 2.064 26.221 -9.915
H 3.661 26.180 -9.240
H 2.263 31.228 -7.012
H 1.811 31.145 -8.574
H 3.584 31.036 -8.190
C 4.046 23.915 -11.782
C 3.501 24.547 -13.013
O 2.891 25.722 -12.465
C 1.567 25.935 -12.499
O 0.691 25.127 -12.841
O 1.348 27.210 -12.110
C 0.067 27.739 -12.265
H 3.207 23.677 -11.129
H 4.643 24.626 -11.211
H 4.650 23.064 -12.095
H 2.819 23.874 -13.533
H 4.248 24.883 -13.731
H -0.188 28.166 -13.235
H -0.124 28.572 -11.587
H -0.763 27.054 -12.092
C -2.594 25.133 -14.115
C -3.926 24.726 -14.754
O -4.081 24.840 -16.168
C -3.652 23.964 -17.045
O -3.109 22.918 -16.768
O -3.905 24.481 -18.319
C -3.254 23.757 -19.376
H -1.848 24.340 -14.074
H -2.795 25.531 -13.120
H -2.198 25.955 -14.711
H -4.738 25.312 -14.324
H -4.204 23.758 -14.335
H -2.178 23.888 -19.265
H -3.360 24.221 -20.357
H -3.486 22.693 -19.423
C 0.378 24.182 -15.904
C 0.969 24.809 -17.208
O -0.065 25.110 -18.241
C 0.267 25.282 -19.528
O 1.351 25.166 -20.123
O -0.844 25.677 -20.126
C -0.960 25.584 -21.488
H -0.375 24.790 -15.401
H 1.187 23.893 -15.234
H -0.207 23.275 -16.058
H 1.623 24.036 -17.610
H 1.467 25.716 -16.865
H -1.940 25.941 -21.805
H -0.826 24.585 -21.903
H -0.175 26.206 -21.919
C -3.135 28.206 -17.833
C -1.738 27.708 -17.499
O -1.035 28.770 -17.043
C -1.286 29.193 -15.740
O -1.918 28.646 -14.823
C -0.660 30.538 -15.470
F -0.870 31.358 -16.451
F -0.935 31.086 -14.308
F 0.697 30.392 -15.393
H -3.740 28.220 -16.927
H -3.561 27.437 -18.478
H -3.243 29.199 -18.270
H -1.296 27.516 -18.477
H -1.831 26.794 -16.914
C 1.467 31.007 -12.121
C 1.446 32.554 -12.205
O 0.721 33.084 -11.070
C -0.628 32.966 -10.886
O -1.368 32.604 -11.823
C -1.190 33.485 -9.498
F -1.178 34.754 -9.605
F -2.404 32.977 -9.284
F -0.344 33.121 -8.482
H 1.859 30.690 -11.155
H 2.285 30.779 -12.804
H 0.507 30.586 -12.420
H 0.929 33.028 -13.040
H 2.485 32.881 -12.163
*
```

Record 2
A cluster of 2 separate species, C3H7NO in total in a non-equilibrium geometry, computed with wB97M-V/def2-TZVPD.

Computed properties:
ΔE to the lowest compared entry with this formula, charge and spin in eV: 7.161

Structure (ORCA input):
```
! wB97M-V def2-TZVPD RIJCOSX def2/J DEFGRID3
* xyz 0 1
C -1.108 0.532 -0.021
C 0.497 0.575 -0.168
C 1.285 -0.291 0.730
H -2.683 -0.577 -0.891
H -1.079 1.294 0.892
H -1.453 0.702 -0.915
H 0.959 1.584 -0.190
H 2.450 -0.212 0.812
H 0.841 -1.194 1.397
H 0.591 -1.144 -0.943
N 1.440 -0.500 -0.844
O -1.741 -0.767 0.139
*
```

Record 3
The molecule C4H11NO in a non-equilibrium geometry, computed with wB97M-V/def2-TZVPD.

Computed properties:
SMILES: CCNCCO
ΔE to the lowest compared entry with this formula, charge and spin in eV: 1.385

Structure (ORCA input):
```
! wB97M-V def2-TZVPD RIJCOSX def2/J DEFGRID3
* xyz 0 1
C -2.129 0.047 -0.060
C -1.135 0.003 1.095
N 0.116 0.688 0.792
C 1.270 -0.158 0.486
C 1.470 -0.378 -1.015
O 2.112 0.750 -1.634
H -2.626 0.987 -0.282
H -2.814 -0.799 -0.020
H -1.577 -0.182 -0.973
H -0.974 -1.063 1.323
H -1.519 0.487 1.991
H 0.351 1.270 1.578
H 1.137 -1.165 0.905
H 2.160 0.349 0.856
H 2.074 -1.260 -1.177
H 0.485 -0.515 -1.441
H 1.599 0.939 -2.424
*
```